(1)
{
  "formula": "C6H8S2",
  "method": "wB97M-V/def2-TZVPD",
  "symbols": ["C", "C", "C", "C", "C", "C", "H", "H", "H", "H", "H", "H", "H", "H", "S", "S"],
  "coordinates": [[-2.57636, -0.31293, 0.57876], [-1.87766, 0.72520, 0.04515], [-0.79015, 0.46678, -0.88228], [1.04390, -0.76660, 0.37860], [2.46656, -0.51128, 0.58305], [1.78661, 0.39963, -0.43011], [-3.55069, -0.06448, 1.20604], [-2.33758, -1.38193, -0.02368], [-2.10117, 1.73610, 0.24362], [-1.11847, 0.52110, -1.96801], [0.56316, -0.29069, 1.15316], [2.52943, 0.00554, 1.53283], [3.42041, -0.82866, 0.14082], [1.98636, -0.10452, -1.39181], [-0.06109, -1.31579, -0.81690], [0.61674, 1.72254, -0.34924]],
  "relative_energy_kj_mol": 467.6,
  "e_tot_ev": -28017.196,
  "homo_ev": -8.36,
  "smiles": "C=CC1S[C@H]2C[C@@H]2S1",
  "homo_lumo_gap_ev": 9.05
}

---

(2)
{
  "formula": "C4H5NO2",
  "method": "wB97M-V/def2-TZVPD",
  "symbols": ["C", "C", "N", "C", "O", "C", "O", "H", "H", "H", "H", "H"],
  "coordinates": [[1.33816, -0.66899, 0.03933], [0.35605, 0.41242, 0.00162], [0.65745, 1.73533, 0.29678], [-2.15883, -0.19898, -0.35923], [0.56616, -1.86501, 0.06464], [-0.89935, -0.01318, -0.08198], [2.51833, -0.64035, 0.29835], [1.13455, -2.51500, 0.51923], [1.65677, 1.87566, 0.42656], [0.24681, 2.38543, -0.36472], [-2.76276, 0.62434, -0.72205], [-2.65335, -1.13167, -0.11853]],
  "relative_energy_kj_mol": 308.3,
  "e_tot_ev": -9811.120,
  "homo_ev": [-7.93, -7.93],
  "smiles": "C=C=C(N)C(=O)O",
  "homo_lumo_gap_ev": [7.66, 7.66]
}

---

(3)
{
  "formula": "C22H18Cl2N6O2RuS",
  "method": "wB97M-V/def2-TZVPD",
  "symbols": ["Ru", "Cl", "C", "C", "C", "N", "C", "O", "C", "C", "C", "C", "C", "N", "C", "C", "C", "Cl", "N", "C", "O", "C", "C", "C", "C", "C", "N", "H", "H", "H", "H", "H", "H", "H", "H", "H", "H", "S", "C", "N", "C", "C", "C", "N", "H", "H", "H", "H", "H", "H", "H", "H"],
  "coordinates": [[0.08735, 0.25626, 0.08791], [0.25983, -4.98282, -4.28683], [0.05094, -3.39893, -3.62499], [0.30137, -3.20595, -2.27794], [0.15630, -1.93990, -1.72446], [0.37393, -1.60377, -0.35373], [0.69132, -2.48677, 0.65395], [0.97328, -3.65414, 0.54508], [0.69792, -1.80130, 2.01899], [1.05211, -2.51031, 3.13936], [1.10684, -1.85095, 4.36102], [0.80673, -0.50382, 4.40129], [0.44449, 0.13562, 3.22637], [0.37642, -0.49900, 2.05292], [-0.24120, -0.86766, -2.52937], [-0.51134, -1.07240, -3.87453], [-0.36205, -2.33742, -4.41872], [-0.70026, -2.55604, -6.09864], [-0.34370, 0.36593, -1.83923], [-0.66261, 1.55584, -2.36817], [-0.73994, 1.87896, -3.54025], [-0.87013, 2.61220, -1.26557], [-1.18652, 3.89998, -1.60952], [-1.39277, 4.83635, -0.59862], [-1.28992, 4.43111, 0.71542], [-0.95980, 3.11120, 0.98170], [-0.73832, 2.21803, 0.01412], [0.60286, -4.03790, -1.66131], [1.28567, -3.56053, 3.02996], [1.38830, -2.37988, 5.26179], [0.85179, 0.05732, 5.32441], [0.20591, 1.18974, 3.21783], [-0.84261, -0.25349, -4.49447], [-1.26856, 4.14343, -2.66036], [-1.63605, 5.86296, -0.83972], [-1.46079, 5.11717, 1.53298], [-0.87589, 2.75234, 1.99743], [2.30750, 0.94535, 0.19187], [2.69915, 0.65910, -1.50732], [2.39561, 1.52956, -2.44750], [2.67120, 1.31403, -3.87444], [3.94108, 0.49040, -3.99614], [3.78489, -0.78284, -3.18519], [3.36226, -0.43741, -1.82083], [1.91389, 2.36325, -2.15326], [2.77725, 2.28845, -4.34448], [1.81960, 0.80984, -4.33379], [4.78562, 1.06706, -3.61355], [4.13724, 0.24543, -5.03772], [4.72197, -1.33096, -3.12035], [3.03605, -1.43912, -3.63355], [3.57507, -1.06299, -1.05920]],
  "s2": 0.76,
  "e_tot_ev": -74601.492,
  "homo_ev": [-10.50, -10.54],
  "multiplicity": 2,
  "homo_lumo_gap_ev": [6.30, 6.22],
  "total_charge": 1
}

---

(4)
{
  "formula": "C4HNOS2",
  "method": "wB97M-V/def2-TZVPD",
  "symbols": ["C", "C", "C", "C", "H", "N", "O", "S", "S"],
  "coordinates": [[-1.76902, -0.03112, 0.03995], [0.28615, 0.71138, -0.00310], [1.59981, 0.45166, -0.02413], [-0.39043, -0.56441, 0.04977], [2.52715, 0.95643, 0.03792], [0.47611, -1.55172, -0.03286], [1.69912, -0.88218, -0.02228], [-3.23224, -0.74367, -0.02326], [-1.19664, 1.65362, -0.02202]],
  "relative_energy_kj_mol": 22.7,
  "e_tot_ev": -29368.272,
  "homo_ev": -9.29,
  "homo_lumo_gap_ev": 7.85
}

---

(5)
{
  "formula": "C8H9NO3S",
  "method": "wB97M-V/def2-TZVPD",
  "symbols": ["C", "C", "C", "C", "C", "C", "C", "C", "N", "O", "O", "O", "S", "H", "H", "H", "H", "H", "H", "H", "H", "H"],
  "coordinates": [[2.69986, 0.34499, 1.27544], [2.23841, -0.96083, 1.34517], [1.86816, 1.35154, 0.82243], [0.89792, -1.20738, 0.99879], [0.56277, 1.04439, 0.57982], [-2.45239, 1.61621, -0.89214], [-2.35888, 0.53074, -0.16074], [-1.06674, -0.57788, -0.04480], [0.08552, -0.19042, 0.62690], [-0.07453, -0.15235, -2.55023], [-1.68299, -1.87651, -2.11987], [0.62209, -2.09042, -1.25095], [-0.48148, -1.26453, -1.75823], [3.74751, 0.68869, 1.29403], [2.90255, -1.78300, 1.56090], [2.10039, 2.32757, 0.69214], [0.29273, -2.13026, 1.35678], [0.03293, 1.67721, -0.06275], [-3.42561, 2.01001, -0.97610], [-1.70975, 2.14461, -1.42240], [-3.28462, 0.03343, 0.34850], [-1.51386, -1.53582, 0.33734]],
  "relative_energy_kj_mol": 295.8,
  "e_tot_ev": -26906.233,
  "homo_ev": -9.39,
  "homo_lumo_gap_ev": 8.53
}

---

(6)
{
  "formula": "C2H4OV",
  "method": "wB97M-V/def2-TZVPD",
  "symbols": ["O", "V", "C", "C", "H", "H", "H", "H"],
  "coordinates": [[2.71242, 0.31738, -0.03004], [1.37288, -0.18510, -1.01777], [-0.60875, -0.70609, 0.30017], [-0.63853, 0.62823, 0.04905], [-1.13399, -1.41050, -0.35123], [-0.16511, -1.09617, 1.22084], [-1.29412, 0.95953, -0.76309], [-0.24479, 1.49272, 0.59206]],
  "relative_energy_kj_mol": 32.8,
  "s2": 3.82,
  "e_tot_ev": -29870.184,
  "homo_ev": [-7.02, -9.78],
  "multiplicity": 4,
  "homo_lumo_gap_ev": [6.77, 9.34]
}

---

(7)
{
  "formula": "C4H7NO2",
  "method": "wB97M-V/def2-TZVPD",
  "symbols": ["C", "C", "C", "C", "N", "O", "O", "H", "H", "H", "H", "H", "H", "H"],
  "coordinates": [[-0.94381, 0.40364, 2.62551], [-0.43475, 1.01337, 1.59180], [0.53409, -0.55863, -0.90186], [-0.18978, 0.50198, -1.85836], [1.74805, -0.38789, -0.57000], [-1.21819, -0.23704, 3.57821], [-0.34549, -1.59332, -0.57272], [-0.85087, 1.94483, 1.18697], [0.38347, 0.55537, 1.03048], [0.13614, 0.20754, -2.81951], [0.23492, 1.38954, -1.53482], [-1.20563, 0.25769, -1.71056], [2.22156, -1.16075, -0.11796], [-0.06971, -2.33634, 0.07280]],
  "relative_energy_kj_mol": 258.8,
  "e_tot_ev": -9844.598,
  "homo_ev": -9.26,
  "smiles": "[H]/N=C(/C)O.C=C=O",
  "homo_lumo_gap_ev": 9.74
}

---

(8)
{
  "formula": "C32H57CrN4OP2",
  "method": "wB97M-V/def2-TZVPD",
  "symbols": ["C", "C", "C", "C", "C", "H", "H", "H", "N", "P", "P", "C", "H", "H", "C", "H", "C", "C", "C", "C", "C", "H", "H", "H", "C", "H", "H", "H", "C", "H", "H", "H", "C", "H", "H", "H", "C", "H", "H", "H", "C", "H", "H", "H", "C", "H", "H", "H", "C", "H", "H", "H", "C", "H", "H", "H", "C", "H", "H", "H", "C", "H", "H", "H", "C", "H", "H", "H", "Cr", "C", "O", "N", "C", "C", "C", "C", "C", "H", "H", "H", "H", "H", "H", "H", "H", "H", "C", "N", "C", "C", "N", "H", "H", "H", "H", "H", "H"],
  "coordinates": [[-2.14039, 1.44382, -1.77674], [-1.73686, -0.89493, -1.62487], [-3.27681, 1.25547, -2.53973], [-2.94237, -1.10648, -2.32684], [-3.71750, -0.04847, -2.77199], [-3.81493, 2.13432, -2.88894], [-3.24074, -2.13570, -2.51864], [-4.65310, -0.21000, -3.30544], [-1.44696, 0.41155, -1.24900], [-0.73453, 2.99917, 0.04460], [0.28374, -2.73967, -0.27501], [-1.64036, 2.87006, -1.53819], [-0.98760, 3.19736, -2.36694], [-2.47942, 3.57861, -1.52693], [-0.86226, -2.03836, -1.44469], [-1.35678, -2.92617, -1.86886], [1.00748, -4.17112, -1.41223], [-0.30363, -3.55703, 1.44361], [0.98173, 3.72985, -0.14703], [-1.96928, 3.91329, 1.09349], [2.52172, -3.94377, -1.28703], [2.89042, -4.13716, -0.27033], [3.06968, -4.60773, -1.97350], [2.77104, -2.90507, -1.54391], [0.61906, -5.60582, -1.04187], [0.89530, -5.90496, -0.02562], [-0.45576, -5.77300, -1.19016], [1.13896, -6.29529, -1.72916], [0.58869, -3.97976, -2.87330], [1.30538, -4.49341, -3.53382], [-0.40672, -4.38151, -3.10508], [0.58501, -2.91697, -3.12666], [0.92131, -4.21261, 2.10008], [1.68422, -3.45655, 2.33196], [0.62016, -4.67853, 3.05105], [1.40557, -4.98777, 1.49835], [-0.80106, -2.48184, 2.40896], [-0.05001, -1.72162, 2.66862], [-1.68171, -1.94899, 2.03771], [-1.09526, -2.95977, 3.35893], [-1.47087, -4.50378, 1.19005], [-1.21416, -5.37897, 0.58917], [-1.84020, -4.87320, 2.15869], [-2.29914, -3.97734, 0.69694], [-1.39315, 3.94736, 2.51757], [-2.16349, 4.33537, 3.20125], [-1.10842, 2.93770, 2.85317], [-0.50781, 4.59504, 2.59202], [-3.28691, 3.11996, 1.07393], [-3.71169, 3.04640, 0.06685], [-3.16674, 2.10601, 1.47248], [-4.01606, 3.64901, 1.70313], [-2.24065, 5.33896, 0.57639], [-3.09881, 5.74035, 1.13747], [-1.39185, 6.01413, 0.74018], [-2.50693, 5.35902, -0.48888], [1.46303, 3.41863, -1.57087], [0.93761, 4.01217, -2.33235], [2.53835, 3.65386, -1.63180], [1.34679, 2.34568, -1.79592], [1.88153, 2.94280, 0.83367], [1.85089, 1.84123, 0.63475], [2.91682, 3.27817, 0.68316], [1.60302, 3.11453, 1.88149], [1.05808, 5.23759, 0.11607], [0.43383, 5.80555, -0.58752], [0.78724, 5.50582, 1.14619], [2.10341, 5.54698, -0.04029], [0.02197, 0.70949, 0.08635], [-1.01217, 0.63648, 1.91341], [-2.18827, 0.24729, 1.91712], [1.15772, -0.19638, -1.13683], [1.19858, -0.92060, -2.11665], [2.12609, -0.65877, -3.37914], [2.02863, -1.67141, -4.50377], [1.68555, 0.67699, -3.97913], [3.55492, -0.65178, -2.84259], [2.37044, -2.66706, -4.21075], [1.01474, -1.72922, -4.91144], [2.68310, -1.35313, -5.32845], [1.95750, 1.52251, -3.33982], [2.16076, 0.83947, -4.95902], [0.59222, 0.67948, -4.12514], [4.24926, -0.26212, -3.59862], [3.62992, -0.03184, -1.93999], [3.86726, -1.67081, -2.57186], [0.53821, 1.57663, 5.77133], [0.28931, 0.23989, 5.20809], [0.35303, -0.93495, 6.11025], [0.05695, 0.13523, 3.94429], [-0.25331, 0.96208, 3.03896], [0.48086, 1.46855, 6.85361], [-0.21191, 2.29152, 5.41782], [1.53960, 1.93446, 5.49748], [-0.60644, -1.47555, 6.10545], [1.15575, -1.61950, 5.79496], [0.56062, -0.54944, 7.11226]],
  "s2": 6.27,
  "e_tot_ev": -89104.204,
  "homo_ev": [-9.04, -9.14],
  "multiplicity": 5,
  "homo_lumo_gap_ev": [5.48, 6.03],
  "total_charge": 1
}

---

(9)
{
  "formula": "C5H15N2O",
  "method": "wB97M-V/def2-TZVPD",
  "symbols": ["C", "C", "C", "C", "C", "N", "N", "O", "H", "H", "H", "H", "H", "H", "H", "H", "H", "H", "H", "H", "H", "H", "H"],
  "coordinates": [[2.31919, -0.06041, 0.50552], [-1.84920, 1.69735, -0.37646], [-0.91692, -1.58358, 1.24564], [1.01783, 0.68976, 0.32271], [0.03070, 0.04201, -0.73722], [-1.20783, 0.58844, -0.97813], [-0.22802, -1.42247, -0.07064], [0.86964, -0.29731, -1.94190], [2.67117, 0.17652, 1.51441], [3.17956, 0.27570, -0.16887], [2.23037, -1.04298, 0.41208], [-2.30063, 2.26719, -1.23678], [-2.83614, 1.47215, 0.24455], [-1.17360, 2.16411, 0.36567], [-1.77716, -0.93078, 1.59826], [-1.26320, -2.70889, 1.31195], [-0.18611, -1.49572, 2.11040], [0.41868, 0.85587, 1.30916], [1.37171, 1.62460, -0.15580], [-1.72791, 0.12193, -1.76355], [-0.92406, -1.81161, -0.72465], [0.57817, -2.07304, -0.09237], [0.34700, -0.26008, -2.74283]],
  "relative_energy_kj_mol": 271.4,
  "e_tot_ev": -10447.748,
  "homo_ev": -13.59,
  "smiles": "CC[C@](O)(NC)[NH2+]C",
  "homo_lumo_gap_ev": 10.45,
  "total_charge": 1
}

---

(10)
{
  "formula": "C8H12N4O2S",
  "method": "wB97M-V/def2-TZVPD",
  "symbols": ["C", "C", "C", "C", "C", "C", "C", "C", "N", "N", "N", "N", "O", "O", "S", "H", "H", "H", "H", "H", "H", "H", "H", "H", "H", "H", "H"],
  "coordinates": [[1.62821, 1.71823, -1.68269], [0.59140, 2.20020, -2.39481], [-1.02372, 1.57712, -0.76277], [1.31399, 1.09152, -0.45341], [-0.01061, 0.93860, -0.03084], [-0.69568, 2.14364, -1.89939], [1.52804, 0.08052, 2.55099], [-0.59162, -4.10353, 1.30268], [-0.25940, 0.43595, 1.29523], [0.48185, -1.79325, 1.71039], [0.59396, -0.47682, 1.86281], [-1.74671, 2.65628, -2.70129], [-0.25167, -2.31400, -0.73833], [-1.89392, -1.91805, 0.98089], [-0.55517, -2.38901, 0.66502], [2.69963, 1.79148, -1.91272], [1.05899, 2.58420, -3.35381], [-2.11873, 1.57368, -0.53181], [1.43213, 1.10228, 2.96384], [2.38481, -0.46694, 2.88113], [2.19786, 0.65093, 0.10526], [0.18864, -4.52892, 0.67009], [-0.06872, -4.01947, 2.30398], [-1.44645, -4.73369, 1.41871], [-1.18523, 0.06806, 1.23285], [-1.57762, 3.52464, -3.21137], [-2.67427, 2.60636, -2.27064]],
  "relative_energy_kj_mol": 426.4,
  "e_tot_ev": -29376.447,
  "homo_ev": [-8.17, -8.17],
  "homo_lumo_gap_ev": [8.05, 8.05]
}

---

(11)
{
  "formula": "C4H9N",
  "method": "wB97M-V/def2-TZVPD",
  "symbols": ["C", "N", "C", "C", "C", "H", "H", "H", "H", "H", "H", "H", "H", "H"],
  "coordinates": [[-0.49177, 1.82998, 0.81699], [-0.02192, 0.47142, 0.96930], [0.97829, 0.00944, -0.04846], [-0.81029, -1.41181, -1.14552], [0.43625, -1.28292, -0.68507], [0.38369, 2.47191, 0.95025], [-1.20781, 2.08436, 1.59455], [-0.87885, 2.18749, -0.15752], [-0.62800, -0.32248, 1.06247], [1.21616, 0.83269, -0.73742], [1.91119, -0.19910, 0.46468], [-1.10118, -2.39049, -1.50931], [-1.44742, -0.54315, -1.26918], [1.16412, -2.07826, -0.85223]],
  "relative_energy_kj_mol": 134.7,
  "e_tot_ev": -5782.416,
  "homo_ev": -8.34,
  "smiles": "C=CCNC",
  "homo_lumo_gap_ev": 9.57
}

---

(12)
{
  "formula": "H26O21S2V",
  "method": "wB97M-V/def2-TZVPD",
  "symbols": ["V", "S", "O", "O", "O", "O", "S", "O", "O", "O", "O", "O", "H", "H", "O", "H", "H", "O", "H", "H", "O", "H", "H", "O", "H", "H", "O", "H", "H", "O", "H", "H", "O", "H", "H", "O", "H", "H", "O", "H", "H", "O", "H", "H", "O", "H", "H", "O", "H", "H"],
  "coordinates": [[2.94164, 0.49726, -1.45792], [0.51664, 0.56926, -3.97892], [-0.81236, 0.14526, -3.49292], [0.95964, -0.32374, -5.00492], [0.46164, 1.87526, -4.56192], [1.47564, 0.58726, -2.88692], [0.23064, -0.29874, 0.27508], [-0.47736, -1.14874, -0.67892], [0.28964, -0.90274, 1.59508], [1.58864, -0.18574, -0.08392], [-0.60436, 0.91126, 0.37708], [-1.00736, -3.02374, 2.66508], [-0.34536, -3.32874, 3.27808], [-0.59036, -2.38274, 2.08108], [-2.81036, -0.44274, -1.28692], [-3.58736, -0.34974, -0.67992], [-1.95736, -0.80974, -0.89592], [-3.62536, 3.00826, -0.42492], [-3.81036, 3.06626, -1.36492], [-2.79236, 2.55226, -0.41492], [-1.33736, -3.54474, -0.33292], [-1.01236, -2.69574, -0.57192], [-1.78736, -3.88574, -1.10092], [1.66664, -1.26174, 3.73208], [1.12464, -1.34174, 2.93408], [1.04864, -1.34574, 4.42808], [-0.41936, 0.94926, 3.32908], [-0.13036, 0.31526, 2.70408], [-1.37536, 1.14326, 3.05708], [-2.85436, 0.52026, 1.64508], [-2.03936, 0.60626, 1.16308], [-3.51236, 0.03526, 1.15608], [4.49764, 0.34826, 0.08508], [4.14264, 0.24026, 1.00308], [5.43164, 0.58426, 0.08408], [-1.14536, 3.25726, 1.15908], [-1.51636, 3.28126, 2.00408], [-0.78336, 2.39426, 0.92008], [0.87264, -2.49874, -2.47492], [0.51064, -1.89174, -1.80592], [0.67464, -3.42774, -2.32492], [2.26964, 2.49026, -0.94892], [2.23564, 3.15526, -1.62392], [1.96964, 2.93226, -0.10792], [2.95064, -2.48974, 0.94708], [2.48764, -3.24374, 0.55308], [2.22664, -2.05374, 1.36108], [-0.90836, 2.37926, -1.65992], [-0.84336, 1.81926, -0.89992], [-0.48836, 3.21426, -1.47092]],
  "s2": 3.75,
  "e_tot_ev": -90779.150,
  "homo_ev": [-0.64, -0.64],
  "multiplicity": 4,
  "homo_lumo_gap_ev": [3.59, 3.48],
  "total_charge": -2
}